1.
Computed, not measured: 14 unconnected molecules or ions with the total composition C56H110O15, with ωB97M-V with the def2-TZVPD basis set.

```
181
Properties=species:S:1:pos:R:3:forces:R:3:mulliken_charge:R:1
C -2.5141 -3.4330 3.4234 0.761 -0.329 0.696 0.3784
C -2.6376 -2.0113 3.9691 -0.006 0.434 -0.458 0.5642
C -2.1258 -2.0775 5.4184 -0.313 -0.126 0.083 -0.4840
O -1.6816 -3.4134 5.6088 0.406 0.288 0.309 -0.4883
C -2.3892 -4.2328 4.7115 -0.544 -0.562 0.110 -0.8052
H -1.5416 -3.5642 2.9437 -0.177 0.168 -0.411 -0.6557
H -3.3160 -3.7726 2.7736 0.013 0.108 -0.056 0.5815
H -3.6835 -1.7033 3.9726 0.072 0.207 -0.144 0.4353
H -2.0479 -1.3445 3.3380 -0.189 0.260 0.128 -0.6684
H -2.9566 -1.8189 6.0872 -0.051 -0.324 0.151 0.2751
H -1.3201 -1.4048 5.7156 0.199 -0.044 -0.415 0.2753
H -3.3681 -4.4762 5.1468 -0.093 -0.033 -0.110 0.2839
H -1.8326 -5.1610 4.5801 0.001 0.018 0.084 0.4023
C -0.6294 -6.2765 -1.4808 0.404 -0.536 -0.207 -0.8525
C -0.1450 -4.8889 -1.1142 0.235 0.837 -0.160 1.5753
C -0.8325 -4.6269 0.2242 0.198 -0.245 -0.339 0.4434
O -2.1030 -5.2383 0.0729 -0.262 0.229 0.268 -0.4734
C -1.9528 -6.4102 -0.7072 0.166 -0.307 -0.291 -0.5951
H 0.1009 -7.0335 -1.1848 -0.126 -0.023 0.267 0.3236
H -0.7531 -6.4402 -2.5518 -0.105 0.259 -0.021 0.3193
H -0.4885 -4.1779 -1.8695 -0.195 0.121 0.167 -1.0659
H 0.9334 -4.7232 -1.0647 0.053 -0.394 0.072 0.1613
H -0.9392 -3.5679 0.4526 -0.244 -0.050 0.008 -0.7885
H -0.2874 -5.0899 1.0546 0.084 -0.042 0.005 0.3154
H -2.8190 -6.4812 -1.3662 -0.014 0.000 0.008 0.3161
H -1.9160 -7.3179 -0.0971 -0.162 0.118 0.242 0.3775
C 0.5448 1.3130 -4.6662 0.834 -0.695 -0.226 1.0344
C -0.7460 2.0993 -4.6755 0.405 -0.486 -0.115 0.2741
C -1.0091 2.2219 -6.1912 -0.126 0.837 1.238 -0.8081
O -0.3842 1.1224 -6.8246 -0.418 0.621 -0.338 -0.5362
C 0.3902 0.3957 -5.8722 -0.373 -0.318 -0.449 0.2373
H 0.6992 0.7324 -3.7555 0.021 0.104 0.058 -1.1646
H 1.4224 1.9411 -4.8347 -0.032 0.082 0.097 0.5037
H -0.6305 3.0656 -4.1864 -0.239 0.015 0.025 0.6144
H -1.4537 1.4675 -4.1326 -0.492 0.327 -0.233 -0.4550
H -0.5698 3.1781 -6.4936 0.193 -0.132 -0.386 0.3202
H -2.0828 2.3277 -6.3598 -0.009 -0.548 -0.476 0.3174
H 1.3216 0.0927 -6.3515 0.106 0.204 0.159 0.1958
H -0.1904 -0.5187 -5.7013 0.216 -0.065 0.552 -0.2878
C -4.1479 2.5625 -3.9330 0.617 0.240 0.254 -0.2281
C -5.4101 3.4058 -3.7903 0.066 0.001 -0.276 -0.4634
C -6.4286 2.3739 -3.3866 -0.411 -0.143 0.142 -0.5958
O -5.7233 1.4944 -2.5291 -0.136 0.088 0.748 -0.5169
C -4.3482 1.4092 -2.9329 -0.902 -0.050 -0.705 0.7748
H -3.2648 3.1451 -3.6667 0.043 -0.028 -0.135 0.2009
H -4.0198 2.2320 -4.9635 -0.049 -0.207 0.067 0.1886
H -5.6482 3.9205 -4.7206 -0.091 0.117 0.102 0.4121
H -5.3128 4.1261 -2.9766 0.076 0.102 -0.086 0.0806
H -6.8621 1.8076 -4.2193 0.181 0.088 -0.222 0.3084
H -7.2655 2.8159 -2.8421 0.039 -0.134 0.157 0.3805
H -4.2641 0.4159 -3.3798 0.631 0.050 -0.010 0.2712
H -3.7063 1.5059 -2.0568 -0.086 -0.099 0.076 -0.8016
C -5.8287 3.7165 1.4625 -0.502 -1.067 -0.127 -0.3894
C -4.8243 2.8208 0.7522 0.198 -0.890 -0.298 -0.1041
C -3.7442 3.8023 0.3158 -0.414 -0.343 0.791 1.5874
O -4.3907 5.0774 0.2290 0.277 0.174 -0.125 -0.5348
C -5.7727 4.9242 0.5447 -0.318 -0.031 0.148 -0.5256
H -5.5680 3.8604 2.5116 0.330 0.624 -0.152 -0.0334
H -6.7842 3.1900 1.5200 -0.211 0.353 -0.304 0.4223
H -5.2699 2.2992 -0.0994 -0.212 0.351 -0.127 0.1175
H -4.4268 1.9998 1.3543 0.104 0.229 0.270 0.1885
H -3.2521 3.5080 -0.6118 -0.010 0.275 -0.134 -0.0088
H -3.0195 3.8087 1.1357 0.344 0.444 -0.238 -1.1462
H -6.3337 4.7454 -0.3800 -0.044 -0.266 0.002 0.1534
H -6.1995 5.8381 0.9585 0.465 0.129 0.178 0.3953
C -2.4310 2.1792 3.6633 -0.294 0.383 0.070 0.7673
C -1.3323 1.8607 4.6799 -0.443 -0.688 -0.375 0.8322
C -2.1284 1.7845 5.9729 -0.056 1.165 -0.948 -0.7173
O -3.1269 2.7945 5.7974 -0.781 0.589 0.792 -0.4779
C -3.3083 3.1711 4.4586 0.312 -0.488 -1.387 -0.2369
H -3.0328 1.2979 3.4280 0.141 -0.163 0.114 0.1849
H -2.0687 2.5685 2.7122 0.083 0.106 0.086 -0.7493
H -0.6131 2.6776 4.7328 0.229 -0.185 -0.083 0.1605
H -0.8878 0.8909 4.4482 0.437 0.208 0.012 -0.7009
H -1.5366 2.1326 6.8169 -0.080 -0.669 0.308 0.3101
H -2.6249 0.8175 6.0692 0.221 -0.087 0.431 0.3081
H -3.0413 4.2104 4.2319 0.418 0.062 0.512 0.1863
H -4.3476 3.1153 4.1232 -0.151 -0.342 0.454 0.0532
C 2.3048 2.2605 -0.4009 -0.714 -1.193 -0.024 2.6486
C 3.4781 3.2019 -0.2127 -0.287 0.361 0.047 -0.5601
C 2.9692 4.4526 -0.9328 -0.468 -0.920 -0.145 -0.6416
O 2.1730 3.9444 -2.0232 0.623 0.174 -0.372 -0.5678
C 1.8347 2.5698 -1.8149 0.186 0.538 0.264 1.6969
H 1.5080 2.3799 0.3385 0.114 0.522 0.084 -0.9638
H 2.5350 1.1937 -0.3369 0.332 0.088 0.038 -1.0438
H 4.3791 2.8956 -0.7463 -0.046 -0.400 0.118 0.1864
H 3.7156 3.3403 0.8418 0.114 0.168 -0.046 0.4479
H 3.8122 5.0187 -1.3225 -0.287 0.407 -0.031 0.4174
H 2.2684 5.0231 -0.3213 0.435 0.402 0.204 0.1170
H 2.3722 1.8796 -2.4703 0.026 0.384 -0.398 -1.3019
H 0.7741 2.5154 -2.0598 -0.068 -0.445 0.417 -0.3843
C 2.4103 -1.9964 -3.5724 0.071 -0.476 0.701 1.3256
C 3.3298 -1.1933 -2.6592 0.207 0.694 0.722 1.1825
C 4.0428 -0.2094 -3.6252 -0.334 -1.223 -0.539 -0.5386
O 3.5490 -0.5395 -4.9292 -0.426 0.410 -0.753 -0.4959
C 3.0408 -1.8498 -4.9310 -0.325 -0.419 -0.507 -1.1608
H 1.4255 -1.5270 -3.5607 -0.068 -0.109 -0.127 -1.0932
H 2.3117 -3.0308 -3.2377 -0.089 -0.013 -0.064 0.5725
H 4.0113 -1.7792 -2.0387 0.259 -0.243 -0.507 0.0189
H 2.7593 -0.6559 -1.8973 -0.183 0.168 -0.250 -1.1451
H 5.1146 -0.4018 -3.7144 0.133 0.501 0.729 0.2603
H 3.7490 0.8238 -3.4554 0.505 0.083 0.094 0.2940
H 3.8069 -2.5876 -5.2049 0.302 -0.005 0.601 0.2923
H 2.2937 -2.0048 -5.7159 -0.032 0.584 -0.096 0.3947
C -0.3845 -0.5950 0.9222 -0.256 0.717 -0.286 0.5964
C -1.1234 0.6387 0.3719 -0.981 0.162 0.475 0.8507
C -1.2089 0.3487 -1.1124 0.160 0.168 -0.297 -0.5835
O 0.0584 -0.2355 -1.4203 -0.173 -0.312 0.199 0.5779
C 0.4620 -0.9847 -0.2844 1.160 -0.584 0.818 0.8727
H -1.0761 -1.3927 1.1956 -0.140 0.082 -0.095 -0.5561
H 0.2065 -0.3719 1.8103 0.111 0.013 -0.064 0.0185
H -0.6304 1.5980 0.5407 0.399 -0.194 0.052 -1.0095
H -2.1091 0.7446 0.8338 -0.067 -0.041 -0.107 0.3341
H -1.3012 1.2251 -1.7571 -0.041 0.111 0.160 0.0454
H -2.0393 -0.3224 -1.3621 0.080 -0.183 0.080 0.2204
H 1.5096 -0.7620 -0.0613 0.061 0.090 -0.244 -0.8107
H 0.4358 -2.0718 -0.4019 -0.194 0.037 -0.596 -0.7285
C -0.6217 6.0310 2.5293 0.511 -0.394 0.698 -0.7706
C -0.0034 4.8267 1.7776 -0.004 0.918 -0.517 0.8710
C 1.2893 4.5035 2.5462 -0.971 0.359 1.534 0.1481
O 1.2182 5.3141 3.7418 0.561 0.594 0.241 -0.5605
C -0.1118 5.7906 3.9439 0.212 -1.078 -0.434 -0.1376
H -1.7095 6.0663 2.5022 0.017 0.123 -0.318 0.2913
H -0.1594 6.9615 2.2008 -0.313 0.076 -0.256 0.3681
H 0.2199 5.1484 0.7596 -0.136 -0.354 -0.138 0.4426
H -0.7330 4.0190 1.7588 0.263 -0.225 -0.052 -0.9886
H 2.2400 4.7600 2.0853 -0.150 -0.089 -0.370 -0.0312
H 1.3007 3.4733 2.9142 0.135 -0.230 -0.455 -0.0366
H -0.1277 6.6616 4.5945 0.285 0.022 -0.026 0.4013
H -0.6447 4.9659 4.4339 -0.457 0.217 0.061 -0.1332
C 2.3883 -1.2313 4.3213 0.294 0.497 0.271 0.0570
C 2.3454 0.1523 5.0193 -0.429 0.286 0.132 0.0760
C 3.3538 1.0088 4.2627 0.333 -0.657 -0.730 -0.1373
O 4.2870 0.0495 3.7229 -0.194 0.587 0.122 -0.5087
C 3.5289 -1.0748 3.3313 0.842 -0.710 -0.878 0.6274
H 1.4357 -1.3931 3.8229 0.076 -0.445 0.035 -0.1898
H 2.6334 -2.0345 5.0131 -0.379 -0.028 0.069 0.4208
H 2.5928 0.1611 6.0801 0.013 -0.389 -0.011 0.3618
H 1.3301 0.5395 4.9237 0.105 0.248 0.140 -0.4464
H 3.9234 1.7235 4.8510 -0.067 -0.050 0.129 0.4760
H 2.8889 1.5378 3.4229 -0.107 0.091 0.003 -0.1438
H 4.2448 -1.9023 3.2758 -0.102 -0.161 0.612 -0.0012
H 3.2189 -1.0556 2.2755 -0.472 0.739 0.074 -0.5333
C 5.9987 -1.1328 1.0427 0.115 -0.414 0.922 0.7992
C 5.2173 0.0359 0.4440 -0.542 0.114 -0.305 1.1219
C 6.1640 0.5343 -0.6681 -0.147 -0.364 0.377 -0.7418
O 6.8557 -0.6309 -1.0856 -0.261 -0.304 -0.377 -0.4279
C 7.1900 -1.3196 0.1109 0.292 -0.033 -0.493 -0.5515
H 5.4061 -2.0472 1.0915 -0.178 0.113 -0.268 -1.2082
H 6.3056 -0.9906 2.0809 0.104 0.378 -0.083 0.4050
H 4.8376 0.7890 1.1358 0.701 0.111 0.265 0.2415
H 4.2747 -0.3381 0.0325 0.230 -0.148 -0.465 -0.8741
H 6.9374 1.2105 -0.2862 -0.358 0.441 0.092 0.4184
H 5.6383 0.9522 -1.5245 0.152 0.109 -0.016 0.1216
H 8.1292 -0.8988 0.4879 -0.103 0.044 0.320 0.2986
H 7.3885 -2.3586 -0.1566 -0.045 -0.005 0.024 0.3166
C -2.2330 -4.1754 -4.4297 -0.328 0.114 0.323 -0.6302
C -1.1662 -3.0938 -4.6046 0.017 0.351 -0.022 -0.6476
C -1.5533 -2.0231 -3.5720 0.420 0.254 -0.069 1.0949
O -2.9375 -2.2164 -3.2859 0.363 -0.197 -0.218 -0.4309
C -3.0985 -3.6298 -3.2706 -0.368 -0.455 -0.233 -0.0155
H -1.8070 -5.1467 -4.1810 -0.042 -0.034 -0.059 0.1943
H -2.8398 -4.2724 -5.3287 0.032 -0.104 0.000 0.2840
H -1.2230 -2.6034 -5.5773 -0.065 -0.306 -0.149 0.6795
H -0.1488 -3.4733 -4.5107 0.012 0.071 0.236 0.0615
H -1.3667 -1.0452 -4.0183 -0.461 0.209 0.234 -0.1972
H -0.9695 -2.0331 -2.6476 0.057 -0.350 0.017 -0.8694
H -4.1538 -3.8784 -3.3916 -0.040 0.264 -0.113 0.4561
H -2.8168 -4.0649 -2.3060 0.318 0.190 0.087 -0.1325
O 1.6425 -3.3676 1.8559 0.274 0.052 -0.786 -0.5140
C 2.6391 -3.9399 1.5047 -0.021 0.067 1.059 0.2074
O 3.2631 -3.7514 0.3072 -0.441 0.186 0.601 0.2247
C 4.4434 -4.5565 0.2371 0.663 -0.683 -0.421 -0.3434
C 4.2575 -5.6336 1.2968 -0.153 -0.643 0.147 -0.7793
C 3.4248 -4.9350 2.3649 -0.109 -0.217 -1.421 -0.5435
H 5.3479 -3.9587 0.3576 -0.181 0.217 0.172 -0.0019
H 4.4780 -4.9983 -0.7585 -0.009 0.143 -0.033 0.4826
H 5.1136 -6.1592 1.7185 0.433 0.528 -0.297 0.4158
H 3.6867 -6.4356 0.8203 -0.285 0.068 0.185 0.2810
H 4.0494 -4.3676 3.0537 -0.154 -0.096 0.250 0.2684
H 2.7584 -5.6508 2.8368 -0.068 0.406 0.450 0.3770
```
Forces are in eV/Å.

Summary:
Multiplicity ... 1
Kohn-Sham gap ... 9.5 eV
LUMO energy ... 0.245 eV
Maximum force ... 1.85 eV/Å
Energy ... -90562.6917 eV

---

2.
Computed, not measured: a molecular structure, C9H28N2O4, with ωB97M-V with the def2-TZVPD basis set.

```
43
Properties=species:S:1:pos:R:3:forces:R:3:mulliken_charge:R:1
C 6.0548 -2.6039 -26.5492 0.079 0.058 -0.883 -1.3215
C 5.1840 -2.5930 -27.8320 -0.221 -1.953 1.152 0.4965
C 5.9596 -3.0345 -29.0885 -1.812 1.838 0.180 -0.5605
O 6.8091 -1.9563 -29.3588 0.752 0.347 -1.138 -0.3969
C 7.5884 -1.9317 -30.6833 -3.294 0.049 7.506 -0.7570
N 4.1074 -3.5869 -27.6315 -0.762 -0.420 -0.241 -0.7596
H 7.0785 -2.2654 -26.7091 -0.116 0.476 0.010 0.3256
H 6.1493 -3.6522 -26.2659 -0.077 -0.022 0.251 0.3316
H 5.5495 -2.0397 -25.7653 0.229 -0.055 0.138 0.3404
H 4.6021 -1.6803 -27.9602 0.785 0.376 -0.328 0.2535
H 5.1838 -3.1004 -29.8513 -0.088 -0.211 -0.445 0.2869
H 6.3388 -4.0484 -28.9607 0.879 0.013 0.128 0.2020
H 8.2287 -2.8134 -30.7110 -3.699 -0.606 2.656 -0.2259
H 8.3147 -1.1486 -30.4656 -0.707 0.210 0.455 0.2895
H 6.9843 -1.6617 -31.5494 -0.768 -0.426 0.225 0.2770
H 4.3966 -4.5466 -27.7558 0.482 -0.101 -0.386 0.2511
H 3.7663 -3.6130 -26.6812 -0.087 0.538 0.202 0.2440
C 9.7175 -4.3014 -29.8238 0.629 -0.364 -0.420 -1.2659
C 11.0705 -4.9281 -30.2894 0.745 0.978 -0.540 0.7821
C 11.7784 -4.2493 -31.5400 -3.067 -1.720 1.300 -0.7971
O 11.0176 -4.7138 -32.6953 1.595 0.458 1.211 -0.3798
C 11.7418 -4.3352 -33.8323 0.182 -0.159 -0.347 -0.8009
N 12.0036 -4.7442 -29.1920 0.110 -0.198 1.678 -0.7280
H 10.0136 -3.5024 -29.1441 -0.550 -0.009 0.348 0.3837
H 9.0283 -5.0140 -29.3706 0.447 -0.094 0.396 0.2446
H 9.1430 -3.8180 -30.6140 0.677 -1.703 0.402 0.5089
H 10.8570 -5.9773 -30.4941 0.544 -0.096 -0.036 0.3481
H 12.8306 -4.5316 -31.5057 -0.025 -0.301 -0.580 0.4969
H 11.6994 -3.1852 -31.3173 0.114 0.331 -0.799 0.2576
H 12.7343 -4.7857 -33.8290 0.313 -0.055 0.121 0.3522
H 11.8609 -3.2523 -33.7957 -0.080 0.185 -0.685 0.3132
H 11.2576 -4.7402 -34.7209 -0.274 0.476 -0.015 0.2363
H 12.9633 -5.0590 -29.1954 -0.253 -0.551 -0.788 0.2381
H 12.0568 -3.8087 -28.8149 -0.489 0.120 -0.177 0.1936
O 8.6222 0.4037 -32.2511 -7.424 10.203 0.871 -0.4090
H 7.9954 0.8496 -31.6813 -0.395 0.045 0.603 0.3075
H 8.6342 0.9284 -33.0516 -0.074 0.526 -0.489 0.3006
C 9.3825 -2.2542 -31.7810 3.232 2.020 -5.450 -1.4396
O 9.8673 -1.0960 -32.4175 6.262 -6.152 -0.672 -0.9029
H 9.8466 -2.4305 -30.8106 0.042 0.888 -0.564 0.7213
H 8.2967 -2.1885 -31.7117 3.690 -0.123 -4.937 0.6890
H 9.5698 -3.0908 -32.4541 0.195 -0.426 0.239 0.5367
H 9.2141 -0.3950 -32.4766 2.277 -4.391 -0.151 0.5359
```
Forces are in eV/Å.

Summary:
Multiplicity ... 1
Kohn-Sham gap ... 8.2 eV
LUMO energy ... 0.069 eV
Maximum force ... 12.65 eV/Å
Energy ... -20946.1923 eV

---

- What is the Kohn-Sham gap in the second record?
  8.2 eV

---

- What is the formula in the second record?
  C9H28N2O4